The following is a quantum chemistry calculation of 5 unconnected molecules or ions with the total composition C9H28O9 in a non-equilibrium geometry, from the Open Molecules 2025 dataset.

Results
Energy relative to the best compared isomer or geometry (same formula, charge and spin) in kcal per mole: 57.9
Molecular weight in g/mol: 280.31
E_HOMO in eV: -9.94
Largest force on an atom in eV Å⁻¹: 3.9
Electronic energy in hartree: -1036.69072
Kohn-Sham gap in eV: 10.38

```
! wB97M-V def2-TZVPD RIJCOSX def2/J DEFGRID3
* xyz 0 1
O 2.22 -2.95 -3.78
C 3.24 -3.74 -3.28
C 3.52 -3.56 -1.85
O 4.35 -2.38 -1.71
H 2.41 -2.89 -4.72
H 2.76 -4.71 -3.43
H 4.12 -3.87 -3.92
H 3.99 -4.43 -1.38
H 2.71 -3.27 -1.17
H 3.77 -1.77 -2.16
O 0.44 -7.51 3.81
C -0.24 -6.58 2.95
C -0.54 -5.24 3.61
O -1.18 -4.45 2.64
H -0.29 -7.88 4.30
H 0.30 -6.47 2.01
H -1.23 -7.03 2.81
H 0.29 -4.65 4.01
H -1.16 -5.32 4.50
H -1.61 -3.70 3.04
O 1.73 7.17 2.54
C 0.40 7.72 2.70
C 0.49 9.24 2.53
O 1.29 9.77 3.58
H 2.29 7.78 3.02
H -0.33 7.38 1.97
H 0.15 7.62 3.75
H -0.55 9.54 2.61
H 0.84 9.60 1.56
H 0.94 10.64 3.78
O -3.64 0.75 -4.99
C -3.61 -0.23 -3.96
C -4.97 -0.31 -3.23
O -5.87 -0.54 -4.25
H -2.95 0.63 -5.65
H -3.28 -1.18 -4.37
H -2.76 0.03 -3.33
H -5.29 0.64 -2.81
H -4.97 -1.12 -2.49
H -5.50 0.15 -4.80
C 1.16 0.91 1.10
O 1.51 1.79 0.02
H 2.02 0.34 1.47
H 0.60 1.35 1.92
H 0.47 0.21 0.64
H 1.97 2.54 0.41
*
```

The following is a quantum chemistry calculation of a molecular structure, C9H29AsF6O5 in a non-equilibrium geometry, from the Open Molecules 2025 dataset.

Results
Energy relative to the best compared isomer or geometry (same formula, charge and spin) in kcal per mole: 110.5
Molecular weight in g/mol: 406.24
E_HOMO in eV: -10.40
Largest force on an atom in eV Å⁻¹: 1.9
Electronic energy in hartree: -3571.38509
Kohn-Sham gap in eV: 7.61

```
! wB97M-V def2-TZVPD RIJCOSX def2/J DEFGRID3
* xyz 0 1
O -0.32 0.74 0.67
H -0.25 1.62 1.05
H -1.20 0.65 0.32
H -0.16 0.07 1.35
As 2.93 2.23 -5.35
F 3.00 1.62 -3.66
F 3.86 3.69 -4.94
F 2.82 2.79 -7.07
F 1.89 0.81 -5.80
F 1.41 3.17 -4.96
F 4.44 1.43 -5.85
C -4.32 1.80 -3.89
C -4.27 2.49 -2.53
O -4.40 1.62 -1.42
H -4.22 2.53 -4.69
H -5.24 1.22 -3.89
H -3.53 1.05 -3.99
H -5.05 3.25 -2.49
H -3.31 2.97 -2.38
H -5.32 1.36 -1.38
C 4.11 -2.02 3.79
C 2.73 -2.60 4.03
O 1.82 -1.58 4.30
H 4.88 -2.79 3.67
H 4.50 -1.41 4.60
H 4.22 -1.51 2.83
H 2.70 -3.32 4.85
H 2.41 -3.23 3.20
H 2.18 -1.12 5.06
C 3.09 5.77 1.63
C 2.01 5.83 2.66
O 0.88 5.00 2.38
H 2.72 6.01 0.63
H 3.60 4.81 1.57
H 3.91 6.46 1.81
H 1.75 6.86 2.90
H 2.47 5.44 3.57
H 0.24 5.23 3.05
C -2.23 -6.70 -0.41
C -2.59 -5.34 0.15
C -2.77 -5.37 1.64
O -1.65 -4.36 -0.24
H -1.29 -7.09 -0.01
H -2.28 -6.73 -1.50
H -2.99 -7.44 -0.16
H -3.54 -5.02 -0.28
H -1.84 -5.42 2.21
H -3.39 -6.21 1.95
H -3.27 -4.46 1.95
H -1.15 -4.79 -0.93
*
```